Below is C48H62BBrF4N3O2PS2Tl as an isolated structure, with properties calculated with ωB97M-V with the def2-TZVPD basis set.

Orbital gap   6.2 eV
Energy   -176601.3050 eV
Total charge   -1
LUMO energy   2.2 eV
Highest occupied orbital energy   -3.988 eV

Atoms and positions in Å:
Tl -0.8590 -0.3482 -0.0831
Br -2.3288 2.2431 5.7097
C -1.0145 1.4408 4.6044
C 0.3174 1.4780 4.9728
C 1.2394 0.9215 4.1054
C 0.7838 0.3577 2.9244
N -0.5040 0.3031 2.5949
C -1.4010 0.8450 3.4158
H 0.6232 1.9519 5.8956
H 2.2989 0.9462 4.3204
H 1.4810 -0.0707 2.2154
H -2.4379 0.7854 3.1133
C -7.9049 4.0497 0.8496
C -6.4641 3.7699 0.5181
C -5.4390 4.2117 1.3485
C -4.1149 3.9168 1.0617
C -3.8117 3.1931 -0.0799
C -4.8144 2.7309 -0.9140
C -6.1336 3.0257 -0.6109
S -2.1166 2.7164 -0.3953
C -1.4969 4.3117 -0.9474
O -2.1342 1.8505 -1.6126
H -7.9903 4.7212 1.7038
H -8.4299 3.1246 1.0955
H -8.4234 4.5073 0.0050
H -5.6807 4.7731 2.2438
H -3.3275 4.2280 1.7402
H -4.5455 2.1180 -1.7646
H -6.9247 2.6501 -1.2504
H -1.6233 5.0466 -0.1524
H -2.0425 4.6023 -1.8442
H -0.4381 4.1630 -1.1543
O -0.1651 -2.8627 0.4381
P 0.1282 -4.1830 1.0774
C -1.1475 -5.4295 0.6076
C -2.5142 -4.8102 0.2791
C -3.4022 -4.6087 1.4977
C -3.5598 -5.9027 2.2903
C -2.2054 -6.4881 2.6826
C -1.3072 -6.6915 1.4650
C 0.3980 -3.8797 2.8622
C -0.7756 -3.1885 3.5641
C -0.3074 -2.5414 4.8783
C 0.8694 -3.2975 5.5116
C 0.7656 -4.7868 5.2025
C 0.9785 -5.0320 3.7013
C 1.7751 -4.7922 0.4896
C 2.1664 -6.2660 0.6616
C 1.6615 -7.1894 -0.4477
C 2.0312 -6.6613 -1.8307
C 1.5355 -5.2315 -2.0258
C 2.0725 -4.3080 -0.9380
H -0.7248 -5.7415 -0.3531
H -3.0157 -5.5029 -0.4092
H -2.3831 -3.8667 -0.2449
H -4.3749 -4.2376 1.1712
H -2.9942 -3.8170 2.1266
H -4.0980 -6.6369 1.6772
H -4.1684 -5.7345 3.1825
H -2.3356 -7.4437 3.1993
H -1.7160 -5.8197 3.3951
H -1.7723 -7.4516 0.8245
H -0.3392 -7.1021 1.7635
H 1.1752 -3.1058 2.7452
H -1.5604 -3.9148 3.7795
H -1.2221 -2.4364 2.9112
H -1.1490 -2.5186 5.5757
H -0.0261 -1.5055 4.7022
H 0.8970 -3.1205 6.5889
H 1.8179 -2.9216 5.1124
H -0.2246 -5.1457 5.5024
H 1.4933 -5.3648 5.7770
H 0.5321 -5.9894 3.4242
H 2.0497 -5.1152 3.4966
H 2.4296 -4.1901 1.1326
H 1.8644 -6.6495 1.6389
H 3.2627 -6.3037 0.6505
H 0.5771 -7.3076 -0.3844
H 2.0842 -8.1874 -0.3005
H 1.6296 -7.3197 -2.6054
H 3.1225 -6.6752 -1.9390
H 0.4407 -5.2118 -2.0314
H 1.8477 -4.8567 -3.0038
H 1.6920 -3.2943 -1.0602
H 3.1636 -4.2502 -1.0360
F -3.3240 0.3762 1.0740
B -3.9097 -0.9090 1.3013
F -3.5554 -1.3314 2.5917
F -5.2871 -0.8383 1.1515
F -3.3444 -1.7849 0.3446
C 2.9107 3.0445 -3.7137
C 2.0595 1.9600 -3.4980
C 1.4759 1.7388 -2.2675
C 1.6969 2.5989 -1.1553
C 2.5298 3.7253 -1.4168
C 3.1168 3.9247 -2.6542
N 1.0486 2.3450 0.0035
C 1.3741 3.0526 1.1435
C 2.6901 3.2025 1.6270
C 2.9601 3.8848 2.8006
C 1.9372 4.4532 3.5513
C 0.6297 4.3005 3.1056
C 0.3541 3.6096 1.9387
H 3.3709 3.2112 -4.6788
H 1.8519 1.2674 -4.3067
H 0.8007 0.9009 -2.1353
H 2.7068 4.4439 -0.6275
H 3.7434 4.7991 -2.7964
H 3.5121 2.7672 1.0665
H 3.9886 3.9723 3.1347
H 2.1533 4.9904 4.4665
H -0.1921 4.7078 3.6857
H -0.6694 3.4704 1.6191
S 3.2924 -1.6249 1.3828
C 4.3394 -0.8417 0.3358
N 3.9414 0.3059 -0.3016
C 4.6960 1.0119 -1.1751
C 5.9593 0.6013 -1.4752
C 6.4381 -0.5664 -0.8498
C 5.6623 -1.2619 0.0309
H 2.9978 0.6392 -0.1015
H 4.2281 1.8909 -1.5931
H 6.5598 1.1640 -2.1729
H 7.4402 -0.9166 -1.0668
H 6.0210 -2.1537 0.5230

Results of the Löwdin charge analysis, in e, for atoms 1 through 99: atom 1 (Tl): 1.03, atom 2 (Br): 0.72, atom 3 (C): -0.67, atom 4 (C): -0.12, atom 5 (C): -0.06, atom 6 (C): -0.18, atom 7 (N): 0.03, atom 8 (C): -0.17, atom 9 (H): 0.10, atom 10 (H): 0.11, atom 11 (H): 0.01, atom 12 (H): 0.10, atom 13 (C): -0.06, atom 14 (C): -0.28, atom 15 (C): -0.04, atom 16 (C): -0.08, atom 17 (C): -0.39, atom 18 (C): -0.05, atom 19 (C): -0.03, atom 20 (S): 0.82, atom 21 (C): -0.21, atom 22 (O): -0.59, atom 23 (H): 0.07, atom 24 (H): 0.08, atom 25 (H): 0.08, atom 26 (H): 0.11, atom 27 (H): 0.11, atom 28 (H): 0.11, atom 29 (H): 0.11, atom 30 (H): 0.06, atom 31 (H): 0.06, atom 32 (H): 0.04, atom 33 (O): -0.49, atom 34 (P): 0.82, atom 35 (C): -0.33, atom 36 (C): -0.18, atom 37 (C): -0.19, atom 38 (C): -0.19, atom 39 (C): -0.20, atom 40 (C): -0.19, atom 41 (C): -0.34, atom 42 (C): -0.18, atom 43 (C): -0.17, atom 44 (C): -0.20, atom 45 (C): -0.19, atom 46 (C): -0.19, atom 47 (C): -0.35, atom 48 (C): -0.18, atom 49 (C): -0.20, atom 50 (C): -0.21, atom 51 (C): -0.20, atom 52 (C): -0.20, atom 53 (H): 0.09, atom 54 (H): 0.12, atom 55 (H): 0.09, atom 56 (H): 0.12, atom 57 (H): 0.09, atom 58 (H): 0.11, atom 59 (H): 0.11, atom 60 (H): 0.11, atom 61 (H): 0.08, atom 62 (H): 0.12, atom 63 (H): 0.09, atom 64 (H): 0.09, atom 65 (H): 0.09, atom 66 (H): 0.09, atom 67 (H): 0.12, atom 68 (H): 0.08, atom 69 (H): 0.10, atom 70 (H): 0.11, atom 71 (H): 0.11, atom 72 (H): 0.11, atom 73 (H): 0.08, atom 74 (H): 0.11, atom 75 (H): 0.05, atom 76 (H): 0.09, atom 77 (H): 0.12, atom 78 (H): 0.09, atom 79 (H): 0.11, atom 80 (H): 0.11, atom 81 (H): 0.11, atom 82 (H): 0.11, atom 83 (H): 0.11, atom 84 (H): 0.09, atom 85 (H): 0.12, atom 86 (F): 0.01, atom 87 (B): -1.30, atom 88 (F): 0.11, atom 89 (F): 0.13, atom 90 (F): 0.05, atom 91 (C): -0.15, atom 92 (C): -0.12, atom 93 (C): -0.07, atom 94 (C): -0.38, atom 95 (C): -0.07, atom 96 (C): -0.14, atom 97 (N): 0.03, atom 98 (C): -0.33, atom 99 (C): -0.06

***

Below is a 2-piece molecular cluster, C12H14NO2 overall at a distorted geometry, with properties calculated with ωB97M-V with the def2-TZVPD basis set.

Orbital gap   7.1 eV
Energy   -18257.1040 eV
Total charge   -1
LUMO energy   3.0 eV
ΔE to the lowest compared entry with this formula, charge and spin   149.14 kJ/mol
Highest occupied orbital energy   -4.076 eV

Atoms and positions in Å:
C 1.1735 -1.2358 0.4053
C 1.2059 -2.5783 -0.3947
C -0.2014 -0.9989 0.8023
C -0.8214 -1.1539 1.9947
C -1.2263 -0.3467 -0.0098
C -2.3372 -0.0164 0.8167
C -1.1282 0.1134 -1.3045
C -3.4450 0.6337 0.2668
C -2.2492 0.7620 -1.8791
C -3.3724 0.9600 -1.0621
N -2.1527 -0.7286 1.9818
H 1.8942 -1.5027 1.1934
H 1.7186 -0.4655 -0.1838
H 1.3808 -3.4748 0.1839
H -0.5217 -1.7877 2.8251
H -2.6679 -0.7350 2.8425
H -0.2854 -0.1502 -1.9326
H -4.3310 0.7167 0.8718
H -2.1196 1.2687 -2.8297
H -4.2275 1.3904 -1.5878
H 1.9621 -2.5631 -1.1824
H 0.2686 -2.8153 -0.8452
C 2.2207 2.0932 -0.8626
C 3.2353 1.1057 -0.2227
O 3.7972 1.4184 0.8313
O 3.4578 0.1267 -1.0057
H 2.4326 2.3378 -1.8959
H 2.1981 2.9740 -0.1902
H 1.2005 1.7323 -0.7743

Calculated atomic charges, method natural (NBO), unit e: atom 1 (C): -0.48, atom 2 (C): -0.59, atom 3 (C): -0.05, atom 4 (C): -0.03, atom 5 (C): -0.10, atom 6 (C): 0.14, atom 7 (C): -0.16, atom 8 (C): -0.26, atom 9 (C): -0.26, atom 10 (C): -0.22, atom 11 (N): -0.55, atom 12 (H): 0.23, atom 13 (H): 0.30, atom 14 (H): 0.18, atom 15 (H): 0.19, atom 16 (H): 0.40, atom 17 (H): 0.23, atom 18 (H): 0.20, atom 19 (H): 0.21, atom 20 (H): 0.20, atom 21 (H): 0.22, atom 22 (H): 0.18, atom 23 (C): -0.74, atom 24 (C): 0.76, atom 25 (O): -0.75, atom 26 (O): -0.82, atom 27 (H): 0.20, atom 28 (H): 0.19, atom 29 (H): 0.20

***

Below is a 2-piece molecular cluster, C8H8N4O4 overall at a distorted geometry, with properties calculated with ωB97M-V with the def2-TZVPD basis set.

Orbital gap   9.7 eV
SMILES   O=c1cc[nH]c(=O)[nH]1.O=c1cc[nH]c(=O)[nH]1
Energy   -22575.4573 eV
LUMO energy   0.1 eV
ΔE to the lowest compared entry with this formula, charge and spin   335.08 kJ/mol
Highest occupied orbital energy   -9.537 eV

Atoms and positions in Å:
O 3.3361 2.5107 2.9709
C 3.1231 2.1417 1.7358
C 3.9881 1.8060 0.6419
C 3.4367 0.9388 -0.3033
N 2.1291 0.3704 -0.2398
C 1.1009 1.0105 0.5541
O -0.0773 0.8254 0.5073
N 1.7508 1.9607 1.4872
H 5.1115 2.0888 0.5652
H 4.1187 0.7351 -1.1171
H 1.9101 -0.4556 -0.9197
H 1.0440 2.5500 1.9584
O -4.3318 -1.5195 -2.6774
C -3.5789 -1.3068 -1.7279
C -3.9239 -1.0885 -0.3407
C -2.9909 -1.1448 0.6024
N -1.7238 -1.3796 0.3441
C -1.1065 -1.4649 -0.9284
O 0.1551 -1.7493 -1.0573
N -2.0703 -1.3030 -1.8525
H -4.9710 -1.0080 -0.1074
H -3.4817 -1.5391 1.5887
H -0.9710 -1.2312 1.1236
H -1.9769 -1.7479 -2.8078

Calculated atomic charges, method natural (NBO), unit e: atom 1 (O): -0.60, atom 2 (C): 0.61, atom 3 (C): -0.39, atom 4 (C): 0.08, atom 5 (N): -0.65, atom 6 (C): 0.82, atom 7 (O): -0.61, atom 8 (N): -0.66, atom 9 (H): 0.26, atom 10 (H): 0.22, atom 11 (H): 0.48, atom 12 (H): 0.43, atom 13 (O): -0.56, atom 14 (C): 0.66, atom 15 (C): -0.41, atom 16 (C): 0.08, atom 17 (N): -0.59, atom 18 (C): 0.81, atom 19 (O): -0.68, atom 20 (N): -0.66, atom 21 (H): 0.24, atom 22 (H): 0.24, atom 23 (H): 0.45, atom 24 (H): 0.43

***

Below is one molecule with the formula C7H12S at a distorted geometry, with properties calculated with ωB97M-V with the def2-TZVPD basis set.

Orbital gap   7.2 eV
SMILES   C=[S@@H]1=C2C[C@H]2C[C@H]1C
Energy   -18280.7827 eV
LUMO energy   -0.3 eV
ΔE to the lowest compared entry with this formula, charge and spin   815.27 kJ/mol
Highest occupied orbital energy   -7.506 eV

Atoms and positions in Å:
C 2.2751 -1.2800 0.4196
S 1.0888 -0.3961 -0.4528
C 1.2096 1.4095 -0.1212
C 0.2499 2.3812 -0.7496
C -0.1513 1.8055 0.5644
C -1.1549 0.6890 0.4319
C -0.4479 -0.7497 0.4736
C -1.4313 -1.7705 -0.1063
H 2.5664 -2.1980 -0.0284
H 3.0515 -0.5852 0.7651
H 0.8531 -1.4316 -1.6529
H 0.7348 3.3548 -0.8407
H -0.2991 2.1721 -1.5981
H -0.0458 2.3331 1.4668
H -1.9097 0.6944 1.2910
H -1.5222 0.7662 -0.5890
H -0.1314 -1.1105 1.4696
H -1.7895 -1.5670 -1.0947
H -2.1975 -1.7328 0.5614
H -0.9485 -2.7841 -0.2099

Calculated atomic charges, method natural (NBO), unit e: atom 1 (C): -0.96, atom 2 (S): 0.98, atom 3 (C): -0.38, atom 4 (C): -0.45, atom 5 (C): -0.28, atom 6 (C): -0.42, atom 7 (C): -0.38, atom 8 (C): -0.62, atom 9 (H): 0.21, atom 10 (H): 0.24, atom 11 (H): 0.06, atom 12 (H): 0.23, atom 13 (H): 0.21, atom 14 (H): 0.23, atom 15 (H): 0.23, atom 16 (H): 0.21, atom 17 (H): 0.25, atom 18 (H): 0.21, atom 19 (H): 0.22, atom 20 (H): 0.22

***

> orbital gap of number 2 (C12H14NO2)?

7.1 eV